1.
{
  "formula": "C10H40O10",
  "method": "ωB97M-V/def2-TZVPD",
  "species": ["C", "O", "H", "H", "H", "H", "C", "O", "H", "H", "H", "H", "C", "O", "H", "H", "H", "H", "C", "O", "H", "H", "H", "H", "C", "O", "H", "H", "H", "H", "C", "O", "H", "H", "H", "H", "C", "O", "H", "H", "H", "H", "C", "O", "H", "H", "H", "H", "C", "O", "H", "H", "H", "H", "C", "O", "H", "H", "H", "H"],
  "positions_angstrom": [[-3.013, 1.964, -3.619], [-1.818, 2.141, -2.864], [-3.536, 2.924, -3.693], [-2.768, 1.659, -4.633], [-3.670, 1.231, -3.148], [-2.040, 2.304, -1.945], [2.201, -2.595, -3.428], [2.355, -2.146, -4.774], [2.326, -1.797, -2.698], [1.179, -2.965, -3.336], [2.821, -3.478, -3.256], [3.173, -1.641, -4.809], [2.439, -0.030, 4.246], [3.661, 0.544, 4.656], [2.449, -1.096, 4.487], [1.552, 0.404, 4.718], [2.304, -0.036, 3.157], [3.857, 1.313, 4.117], [-1.454, 2.681, 3.127], [-1.576, 4.086, 3.240], [-2.209, 2.274, 2.447], [-0.480, 2.369, 2.714], [-1.456, 2.244, 4.124], [-1.245, 4.450, 2.402], [0.393, 0.201, -0.143], [0.006, -1.133, 0.143], [-0.462, 0.827, -0.417], [0.814, 0.620, 0.769], [1.128, 0.211, -0.951], [-0.504, -1.503, -0.594], [-1.548, -1.362, -2.876], [-1.088, -2.479, -2.127], [-0.844, -0.530, -2.898], [-1.672, -1.620, -3.932], [-2.486, -0.980, -2.463], [-1.716, -3.196, -2.233], [-3.405, -2.808, 0.210], [-3.570, -4.204, -0.025], [-2.351, -2.568, 0.349], [-3.853, -2.218, -0.598], [-3.941, -2.514, 1.111], [-3.319, -4.379, -0.934], [0.148, 4.286, 0.198], [-0.325, 5.331, 1.040], [-0.683, 3.665, -0.155], [0.691, 4.611, -0.690], [0.812, 3.641, 0.777], [-0.228, 6.165, 0.574], [-1.109, -1.234, 3.244], [-0.265, -2.250, 2.716], [-0.700, -0.238, 3.017], [-2.052, -1.283, 2.682], [-1.303, -1.316, 4.308], [-0.217, -2.018, 1.773], [4.586, -0.800, -0.584], [5.221, -1.779, 0.190], [3.662, -1.105, -1.084], [4.358, 0.032, 0.082], [5.226, -0.368, -1.365], [5.543, -2.506, -0.346]],
  "lumo_ha": 0.0036,
  "e_tot_ev": -31488.67599,
  "smiles": "CO.CO.CO.CO.CO.CO.CO.CO.CO.CO",
  "e_above_lowest_ev": 4.473,
  "homo_energy_ha": -0.35392,
  "orbital_gap_ev": 9.728,
  "fmax_ev_per_a": 1.3
}

***

2.
{
  "formula": "C3H8NO2",
  "method": "ωB97M-V/def2-TZVPD",
  "species": ["N", "C", "C", "O", "C", "O", "H", "H", "H", "H", "H", "H", "H", "H"],
  "positions_angstrom": [[-0.933, -1.484, -0.274], [-0.159, -0.236, -0.576], [-0.427, 0.903, 0.408], [-1.762, 1.289, 1.204], [1.339, -0.637, -0.454], [2.236, 0.383, -0.425], [-1.140, -1.661, 0.704], [-0.560, -2.330, -0.600], [-0.397, 0.160, -1.541], [-0.176, 1.901, 0.035], [0.232, 0.562, 1.168], [-2.468, 0.854, 0.580], [1.454, -1.318, -1.397], [1.273, -1.342, 0.472]],
  "lumo_ha": 0.1447,
  "e_tot_ev": -8823.94783,
  "smiles": "N[C@H](C[O-])CO",
  "e_above_lowest_ev": 3.844,
  "total_charge": -1,
  "homo_energy_ha": -0.09458,
  "orbital_gap_ev": 6.512,
  "fmax_ev_per_a": 4.8
}

***

3.
{
  "formula": "C4H9N3",
  "method": "ωB97M-V/def2-TZVPD",
  "species": ["C", "C", "C", "N", "C", "N", "N", "H", "H", "H", "H", "H", "H", "H", "H", "H"],
  "positions_angstrom": [[1.202, 0.036, -0.656], [1.648, -0.749, 0.561], [-0.326, 0.795, -0.271], [-2.425, -1.226, -0.157], [-0.283, 1.961, 0.377], [-0.986, 0.099, -1.296], [-1.880, 0.020, -0.335], [-1.831, -1.994, -0.464], [-2.922, -1.296, 0.719], [1.821, 0.910, -0.849], [1.220, -0.571, -1.556], [0.616, 2.554, 0.434], [-1.160, 2.302, 0.905], [1.622, -0.128, 1.455], [1.010, -1.617, 0.722], [2.674, -1.095, 0.413]],
  "lumo_ha": [0.0152, 0.0151],
  "e_tot_ev": -8758.17365,
  "e_above_lowest_ev": 6.351,
  "homo_energy_ha": [-0.28411, -0.28415],
  "orbital_gap_ev": [8.144, 8.144],
  "fmax_ev_per_a": 7.0
}

***

4.
{
  "formula": "C24H28KN6O9S",
  "method": "ωB97M-V/def2-TZVPD",
  "species": ["K", "C", "C", "N", "O", "C", "C", "N", "O", "H", "H", "H", "H", "H", "H", "H", "O", "C", "N", "S", "O", "O", "C", "C", "C", "C", "C", "C", "H", "H", "H", "H", "O", "C", "O", "C", "C", "C", "C", "C", "C", "N", "O", "O", "H", "H", "H", "H", "C", "C", "N", "C", "C", "N", "C", "C", "H", "H", "H", "H", "H", "H", "H", "H", "H", "H", "H", "H", "H"],
  "positions_angstrom": [[0.081, -0.361, 0.179], [-4.767, 1.132, -0.817], [-3.350, 1.278, -0.323], [-2.644, 0.291, 0.090], [-3.359, -0.920, 0.157], [-2.787, 2.640, -0.319], [-3.186, 3.627, -1.379], [-2.003, 2.949, 0.669], [-1.505, 4.156, 0.748], [-5.173, 0.151, -0.597], [-4.795, 1.288, -1.898], [-5.397, 1.904, -0.370], [-2.657, -1.565, 0.390], [-4.164, 4.081, -1.185], [-3.227, 3.169, -2.370], [-2.448, 4.428, -1.375], [1.922, 0.058, -1.600], [2.813, -0.322, -0.836], [2.686, -0.257, 0.513], [3.706, -1.081, 1.439], [5.195, -0.581, 0.771], [3.700, -0.404, 2.744], [5.258, -0.871, -0.570], [6.493, -1.214, -1.106], [6.594, -1.501, -2.456], [5.473, -1.449, -3.277], [4.250, -1.090, -2.737], [4.127, -0.796, -1.384], [7.351, -1.257, -0.449], [7.557, -1.775, -2.871], [5.556, -1.682, -4.330], [3.359, -1.016, -3.347], [0.688, -3.330, -0.488], [-0.497, -3.006, -0.371], [-1.074, -2.522, 0.649], [-1.383, -3.080, -1.609], [-1.636, -1.940, -2.373], [-2.495, -2.001, -3.456], [-3.086, -3.211, -3.774], [-2.840, -4.363, -3.045], [-1.983, -4.286, -1.963], [-3.996, -3.280, -4.922], [-4.522, -4.350, -5.172], [-4.207, -2.259, -5.550], [-1.181, -0.982, -2.141], [-2.709, -1.126, -4.052], [-3.318, -5.288, -3.329], [-1.774, -5.170, -1.375], [0.013, 2.848, 4.342], [-1.044, 2.179, 3.425], [-0.361, 1.324, 2.467], [0.202, 0.185, 3.176], [1.130, 0.645, 4.321], [1.316, 2.124, 4.134], [1.832, 2.387, 2.741], [0.646, 2.156, 1.792], [-0.230, 2.787, 5.403], [0.186, 3.888, 4.068], [-1.600, 2.935, 2.872], [-1.736, 1.573, 4.011], [0.768, -0.439, 2.491], [-0.616, -0.423, 3.564], [2.112, 0.179, 4.264], [0.692, 0.506, 5.310], [2.003, 2.454, 4.805], [2.651, 1.686, 2.571], [2.195, 3.415, 2.719], [1.040, 1.692, 0.891], [0.155, 3.088, 1.499]],
  "lumo_ha": 0.0576,
  "e_tot_ev": -79867.49742,
  "e_above_lowest_ev": 0.772,
  "total_charge": -1,
  "homo_energy_ha": -0.15031,
  "orbital_gap_ev": 5.657,
  "fmax_ev_per_a": 0.8
}

***

5.
{
  "formula": "C3H11NOS",
  "method": "ωB97M-V/def2-TZVPD",
  "species": ["C", "C", "S", "H", "H", "H", "H", "H", "H", "N", "C", "O", "H", "H", "H", "H", "H"],
  "positions_angstrom": [[2.262, -0.754, 1.247], [1.413, -0.567, 0.018], [1.960, 0.753, -1.147], [2.196, 0.061, 1.969], [3.324, -0.829, 0.998], [2.053, -1.692, 1.766], [1.358, -1.530, -0.490], [0.375, -0.320, 0.230], [2.587, 1.948, -1.279], [-1.822, 0.994, -1.294], [-2.292, 0.682, 0.012], [-2.457, -0.755, 0.305], [-0.813, 1.078, -1.305], [-2.085, 0.258, -1.935], [-1.558, 0.853, 0.793], [-3.305, 1.024, 0.224], [-3.197, -1.203, -0.112]],
  "lumo_ha": 0.0099,
  "e_tot_ev": -17659.92062,
  "smiles": "CCS.NCO",
  "e_above_lowest_ev": 2.501,
  "homo_energy_ha": -0.33408,
  "orbital_gap_ev": 9.360,
  "fmax_ev_per_a": 4.1
}

***

6.
{
  "formula": "C4H2N2O",
  "method": "ωB97M-V/def2-TZVPD",
  "species": ["N", "C", "O", "C", "C", "C", "N", "H", "H"],
  "positions_angstrom": [[-1.840, 0.454, -0.121], [-1.089, -0.665, 0.037], [-1.527, -1.790, 0.148], [0.359, -0.392, 0.053], [1.544, -0.171, 0.054], [2.873, 0.219, 0.071], [3.958, 0.621, 0.100], [-1.436, 1.375, -0.179], [-2.843, 0.349, -0.163]],
  "lumo_ha": -0.0156,
  "e_tot_ev": -9206.02391,
  "smiles": "N#CC#CC(N)=O",
  "e_above_lowest_ev": 0.715,
  "homo_energy_ha": -0.40180,
  "orbital_gap_ev": 10.509,
  "fmax_ev_per_a": 1.0
}